1.
ORCA calculation (wB97M-V/def2-TZVPD) on a single C2H2N2O molecule at a distorted geometry.

The LUMO energy comes out at -0.44 eV. Its energy above the lowest of the compared OMol25 structures with the same formula, charge and spin is 4.215 eV. The calculation puts the HOMO energy at -9.82 eV. The spin multiplicity is 1.

Atoms and positions in Å:
O -0.985 -0.502 0.700
C -0.573 -0.726 -0.467
N 0.355 -0.057 -1.114
N 0.624 1.314 -0.422
C 0.522 0.902 0.695
H -0.961 -1.542 -1.088
H 0.827 0.723 1.702

Mulliken population analysis, charges in e, atoms 1 to 4: O -0.54; C 0.18; N -0.37; N -0.19



2.
ORCA calculation (wB97M-V/def2-TZVPD) on a molecular structure, C22H26Cl2HfN2O2SSeSi.

The LUMO energy comes out at -0.14 eV. Its energy above the lowest of the compared OMol25 structures with the same formula, charge and spin is 0.044 eV. The calculation puts the HOMO energy at -7.52 eV. The spin multiplicity is 1.

Atoms and positions in Å:
Hf -0.153 0.193 0.508
C -3.677 3.809 -1.887
Si -3.154 2.834 -3.395
C -1.784 3.706 -4.321
C -4.632 2.576 -4.521
C -2.545 1.120 -2.870
C -2.963 -0.042 -3.511
C -2.501 -1.304 -3.138
C -1.644 -1.390 -2.064
N -1.247 -0.289 -1.421
C -1.637 0.933 -1.823
S -0.826 2.220 -0.933
H -4.376 4.593 -2.186
H -2.826 4.278 -1.393
H -4.177 3.175 -1.152
H -2.119 4.679 -4.687
H -1.459 3.116 -5.180
H -0.920 3.866 -3.675
H -5.138 3.529 -4.684
H -5.361 1.890 -4.084
H -4.344 2.189 -5.500
H -3.657 0.030 -4.339
H -2.808 -2.196 -3.663
H -1.244 -2.328 -1.698
Se -2.448 -0.162 1.661
C -1.699 1.070 2.945
C -1.565 2.421 2.640
C -0.974 3.288 3.553
C -0.533 2.815 4.776
C -0.693 1.469 5.096
C -1.267 0.600 4.187
H -1.924 2.792 1.688
H -0.865 4.334 3.300
H -0.074 3.488 5.488
H -0.355 1.096 6.054
H -1.363 -0.452 4.419
C 2.456 0.474 -1.766
C 2.080 -0.915 -1.358
C 2.457 -2.103 -1.919
C 1.807 -3.141 -1.191
C 1.062 -2.543 -0.213
C 0.245 -3.181 0.865
N 1.219 -1.166 -0.299
H 3.481 0.491 -2.135
H 2.408 1.175 -0.928
H 1.808 0.866 -2.555
H 3.139 -2.219 -2.746
H 1.897 -4.204 -1.349
H 0.028 -4.215 0.599
H -0.722 -2.688 1.031
H 0.763 -3.175 1.827
Cl 2.730 0.029 4.693
C 2.862 0.758 3.101
Cl 4.181 0.063 2.145
C 1.606 0.561 2.284
O 1.354 1.438 1.393
O 0.861 -0.430 2.403
H 3.054 1.821 3.212

Mulliken population analysis, charges in e, atoms 1 to 4: Hf -0.85; C -1.04; Si 0.27; C -1.03